This record from the Open Molecules 2025 dataset describes a 2-piece molecular cluster, C8H8ClNO2 overall in a non-equilibrium geometry. The level of theory is ωB97M-V with the def2-TZVPD basis set.

Last column: Mulliken charge in e.
Element x y z (Å)
C -2.8346 -0.3308 -0.9061  -0.366
C -2.1873 0.8732 -1.1457  -0.686
C -2.2207 -1.3092 -0.1397  -0.647
C -0.9267 1.0978 -0.6350  -0.330
C -0.9695 -1.0881 0.3976  -0.524
C -0.3012 0.1205 0.1505  0.501
C 1.9939 1.3759 0.0561  0.661
C 1.0587 0.2535 0.6042  0.405
N 1.5082 -0.3519 1.6741  -0.172
O 1.4747 2.3361 0.6201  -0.570
O 2.9671 1.1700 -0.6402  -0.703
Cl 3.7016 -1.6642 -0.6274  -0.382
H -3.8144 -0.5094 -1.3209  0.394
H -2.6670 1.6353 -1.7437  0.389
H -2.7203 -2.2496 0.0366  0.382
H -0.4257 2.0388 -0.8017  0.424
H -0.4796 -1.8700 0.9577  0.313
H 0.8979 -0.7834 2.3610  0.229
H 2.5052 -0.3812 1.8428  0.309
H 3.4398 -0.3632 -0.7405  0.374

Calculated values
Energy above the lowest of the compared OMol25 structures with the same formula, charge and spin ... 0.000 eV
HOMO-LUMO gap ... 0.3241 Eh
E_LUMO ... -0.9 eV
HOMO level ... -9.687 eV